1.
12
Properties=species:S:1:pos:R:3 method="wB97M-V/def2-TZVPD" homo_lumo_gap_ev=8.77 largest_force_ev_per_a=1.9 e_tot_ha=-2465.665256 smiles=SB1SB(S)SB(S)S1 e_lumo_ev=-0.6 e_above_lowest_kj_mol=0.00 spin_multiplicity=1
S -1.15815 1.10162 3.13828
B -0.39064 0.59869 1.57291
S 0.26866 1.87849 0.47733
B 1.26960 1.06976 -0.81928
S 3.06964 1.52386 -0.93723
S 0.56175 -0.38933 -1.75490
B -0.61912 -1.33030 -0.66128
S -1.94102 -2.28580 -1.37605
S -0.27430 -1.26202 1.13657
H -1.99302 0.07924 2.80111
H 3.13639 0.28944 -1.30275
H -1.92980 -1.27366 -2.27471


2.
21
Properties=species:S:1:pos:R:3 method="wB97M-V/def2-TZVPD" s_squared=0.751 homo_lumo_gap_ev="11.70 / 8.87" largest_force_ev_per_a=5.3 e_tot_ha=-3338.708860 charge=-2 e_lumo_ev="5.6 / 2.7" e_above_lowest_kj_mol=226.85 spin_multiplicity=2
Cu 0.02873 0.07780 0.15481
B 2.25968 0.36101 -1.35470
F 1.61966 1.52355 -0.95311
F 1.23083 -0.36858 -1.76560
F 3.17772 0.50901 -2.37386
F 2.92565 -0.27438 -0.28810
B -2.01160 1.64319 -0.87639
F -1.14906 2.02763 0.19803
F -3.20272 1.28418 -0.28315
F -2.28766 2.67211 -1.67078
F -1.49022 0.63286 -1.63425
B 0.84687 0.31104 2.41707
F -0.55495 0.40031 2.36129
F 1.30269 0.55735 3.65679
F 1.09799 -0.93720 2.02206
F 1.31356 1.06301 1.39986
B -1.01714 -2.30560 -0.18647
F -1.66233 -2.24809 -1.41895
F -1.25810 -3.54970 0.37650
F 0.31095 -2.08251 -0.29314
F -1.48056 -1.29698 0.51208


3.
8
Properties=species:S:1:pos:R:3 method="wB97M-V/def2-TZVPD" s_squared=24.784 homo_lumo_gap_ev="6.99 / 9.43" largest_force_ev_per_a=5.2 e_tot_ha=-2575.948726 charge=+1 e_lumo_ev="-6.0 / -5.1" spin_multiplicity=10
Cr 0.50769 -3.20348 -2.87789
Cr -0.59448 -0.76821 1.29050
Cl 0.28460 -2.15204 -0.54327
B -0.06042 1.21699 0.40862
H 0.60431 2.00831 0.09851
H 0.56216 0.71437 1.13251
H -0.94023 1.58390 0.91415
H -0.36362 0.60016 -0.42314


4.
15
Properties=species:S:1:pos:R:3 method="wB97M-V/def2-TZVPD" homo_lumo_gap_ev=9.09 largest_force_ev_per_a=13.4 e_tot_ha=-1796.300050 charge=-1 e_lumo_ev=2.1 e_above_lowest_kj_mol=931.12 spin_multiplicity=1
Cs 1.02251 1.61683 0.07874
N -0.30296 0.36247 -0.96228
S -0.92889 0.08554 -2.30785
O -2.28753 -0.43782 -2.30456
O -0.07827 -0.10547 -3.47218
F -1.21132 1.66954 -2.51318
S -0.37192 -1.23000 -0.48137
O 0.11311 -2.31155 -1.36261
O -1.48648 -1.56095 0.35374
F 0.78226 -1.16735 0.59504
B 0.95860 0.58507 2.44765
F 0.58883 -0.68763 2.12551
F 2.12903 1.03225 1.85244
F -0.07997 1.52015 2.15072
F 1.15298 0.62892 3.80013


5.
29
Properties=species:S:1:pos:R:3 method="wB97M-V/def2-TZVPD" homo_lumo_gap_ev=10.15 largest_force_ev_per_a=1.1 e_tot_ha=-1036.187057 charge=-1 e_lumo_ev=2.6 e_above_lowest_kj_mol=31.12 spin_multiplicity=1
B 0.08822 -0.00751 -0.23387
F -0.15008 0.85803 -1.31139
F 0.79920 0.70947 0.75873
F -1.16737 -0.45896 0.23790
F 0.93825 -1.06720 -0.59284
O -1.99501 3.31963 -1.55608
H -2.27131 2.90300 -2.37699
H -1.46853 2.64098 -1.11285
O 1.67124 -2.04920 1.96139
H 1.64681 -1.99354 0.99778
H 1.50184 -1.13935 2.26057
O 2.00091 3.41855 -0.71537
H 1.46074 4.13947 -1.05284
H 1.45785 3.00541 -0.03239
O -0.36327 -3.57308 -2.12950
H 0.40105 -3.08275 -1.80679
H -1.05124 -3.39738 -1.46607
O -2.45361 -2.68431 -0.32008
H -2.10115 -1.79711 -0.08578
H -2.49702 -3.14560 0.52302
O -0.98113 -0.05239 2.95483
H -0.22189 -0.36884 3.45574
H -0.70966 -0.11891 2.02736
O 1.74725 0.08512 3.68581
H 1.98350 0.09092 4.61855
H 2.05056 0.93405 3.34410
O 0.04745 0.63082 -4.19374
H -0.06648 0.76945 -3.24058
H -0.29713 1.43122 -4.59863


6.
29
Properties=species:S:1:pos:R:3 method="wB97M-V/def2-TZVPD" homo_lumo_gap_ev=10.46 largest_force_ev_per_a=1.5 e_tot_ha=-1036.175063 charge=-1 e_lumo_ev=2.7 e_above_lowest_kj_mol=62.61 spin_multiplicity=1
B -0.33892 0.22373 0.25654
F 0.60855 0.40772 -0.75239
F -1.40328 1.15188 0.14243
F -0.77954 -1.11699 0.14618
F 0.36800 0.27689 1.48050
O 0.96671 -1.81670 -2.56830
H 0.37342 -1.81085 -3.31943
H 0.60738 -1.15841 -1.97352
O -2.98123 2.52594 1.89672
H -2.49072 2.92592 2.61481
H -2.33483 1.99571 1.43062
O 3.06321 0.90180 -1.60789
H 2.31617 0.92163 -1.00974
H 3.78036 0.54418 -1.08442
O 0.20446 3.40516 -1.16260
H 0.14022 4.07778 -0.48461
H -0.28472 2.66169 -0.81019
O -1.93617 -1.45301 -2.12580
H -1.28300 -0.96344 -1.62587
H -2.72403 -0.91079 -2.08690
O 1.52896 1.45209 3.83262
H 1.08991 1.58459 4.67281
H 0.87038 1.02887 3.28181
O -1.77802 -3.80672 -0.53556
H -0.82575 -3.71064 -0.54868
H -2.09269 -3.16598 -1.17326
O 2.06648 -2.17561 0.80228
H 1.35573 -1.56741 0.59944
H 1.91309 -2.42900 1.71250


7.
32
Properties=species:S:1:pos:R:3 method="wB97M-V/def2-TZVPD" homo_lumo_gap_ev=9.61 largest_force_ev_per_a=3.1 e_tot_ha=-1112.596216 charge=-1 e_lumo_ev=2.6 e_above_lowest_kj_mol=108.43 spin_multiplicity=1
B 0.75812 0.97442 0.22508
F 1.58425 0.09275 -0.47341
F 0.87501 0.72484 1.57571
F 0.92270 2.29242 -0.09523
F -0.54639 0.61320 -0.15278
O -0.74557 -2.48314 0.81110
H 0.16602 -2.13487 1.06588
H -1.35030 -1.91838 1.34693
O -1.36657 1.19816 3.44617
H -1.65316 2.06460 3.19525
H -0.82359 1.07882 2.67423
O 3.09940 -1.30113 -2.25639
H 3.12920 -0.86803 -3.08319
H 2.37469 -0.99190 -1.69331
O -3.05945 0.27160 -0.97110
H -3.04302 0.16038 -1.90758
H -2.19337 0.42130 -0.58930
O 0.02663 -1.37064 3.67527
H -0.71957 -1.66746 3.14557
H 0.56113 -0.88059 3.07779
O 0.23822 0.73962 -3.31974
H 0.71844 1.37387 -2.81814
H 0.53873 0.91671 -4.21136
O -0.16673 -1.52735 -2.01019
H -0.17569 -1.35356 -1.05796
H -0.10421 -0.69825 -2.42948
O 1.69132 -1.95310 1.44488
H 2.23371 -2.52611 0.81610
H 1.83755 -1.08972 1.10349
O -1.79115 3.30064 -0.51506
H -0.85929 3.32913 -0.39998
H -2.15705 3.21175 0.38072


8.
38
Properties=species:S:1:pos:R:3 method="wB97M-V/def2-TZVPD" homo_lumo_gap_ev=9.78 largest_force_ev_per_a=1.0 e_tot_ha=-1265.528009 charge=-1 e_lumo_ev=2.3 e_above_lowest_kj_mol=3.86 spin_multiplicity=1
B 0.09016 0.33488 -0.58185
F -0.76654 1.34164 -1.02957
F -0.43061 -0.29034 0.55814
F 0.24330 -0.62250 -1.59445
F 1.35260 0.94982 -0.31060
O 1.64618 3.55475 -1.17004
H 1.42462 2.65749 -0.87232
H 1.54018 3.51865 -2.12522
O -2.12577 -2.71597 2.38587
H -2.14808 -2.73396 1.41342
H -2.20353 -1.78344 2.63262
O -2.42958 2.25224 -3.75429
H -1.56361 1.83722 -3.67139
H -3.04430 1.51591 -3.81512
O 3.48150 1.29041 1.53216
H 2.68283 1.05755 1.03636
H 3.42347 0.77744 2.34300
O -1.51157 -3.10237 -0.39654
H -0.56357 -3.26223 -0.24722
H -1.54691 -2.23201 -0.80610
O 3.79883 -1.68253 0.47181
H 4.63817 -1.42955 0.86593
H 3.50432 -0.88838 0.00947
O 0.90719 1.07662 -3.79365
H 1.82391 0.79113 -3.76005
H 0.57804 0.91401 -2.89942
O -2.80118 0.07793 2.77578
H -3.10953 0.70669 3.43400
H -1.87812 0.33939 2.61495
O -3.67456 0.25818 0.06396
H -2.84284 0.58619 -0.29882
H -3.49150 0.11562 1.00856
O -0.12026 0.95388 2.88040
H 0.66944 0.87878 3.42292
H -0.00682 0.27694 2.18609
O 1.27090 -2.78044 -0.21127
H 2.12021 -2.64982 0.23656
H 1.06305 -1.88984 -0.53407


9.
38
Properties=species:S:1:pos:R:3 method="wB97M-V/def2-TZVPD" homo_lumo_gap_ev=10.05 largest_force_ev_per_a=1.3 e_tot_ha=-1265.519517 charge=-1 e_lumo_ev=2.5 e_above_lowest_kj_mol=26.15 spin_multiplicity=1
B 0.02428 -0.11816 0.56598
F -0.36363 -0.82323 -0.57366
F -0.39014 1.22307 0.44581
F -0.50831 -0.65021 1.74655
F 1.45674 -0.05470 0.71299
O 3.17937 1.91359 1.65653
H 2.45569 1.31679 1.37444
H 2.74320 2.61657 2.14538
O 1.90520 -1.57834 3.26911
H 1.32484 -1.25649 2.56358
H 1.82021 -0.90514 3.95321
O 0.52555 1.18233 3.71092
H -0.26905 0.69756 3.44561
H 0.42440 2.04709 3.29823
O -2.20895 -2.97065 -0.51085
H -2.45354 -2.22990 -1.06876
H -1.28668 -2.80590 -0.28036
O -0.73866 4.21200 -1.09730
H -1.49734 3.73195 -0.73338
H -0.17601 3.52096 -1.48428
O -2.85407 3.05655 0.69575
H -2.50682 2.16163 0.84276
H -3.63987 3.11180 1.24716
O -0.34203 -2.17982 -4.10737
H -1.23533 -2.10009 -4.45958
H -0.15316 -1.32431 -3.69635
O 0.89525 1.78881 -2.29081
H 1.05385 1.41515 -1.40982
H 1.68692 2.30658 -2.47984
O -3.38540 -0.21819 0.49300
H -2.54506 -0.61437 0.21888
H -3.71867 0.21446 -0.30190
O 0.96793 -3.92663 -2.21051
H 0.36489 -3.56446 -2.88347
H 1.26208 -3.13504 -1.72236
O 2.59658 -2.25126 -0.65253
H 3.36902 -2.39625 -0.09765
H 2.21669 -1.41375 -0.32507


10.
38
Properties=species:S:1:pos:R:3 method="wB97M-V/def2-TZVPD" homo_lumo_gap_ev=10.25 largest_force_ev_per_a=4.2 e_tot_ha=-1265.487829 charge=-1 e_lumo_ev=2.4 e_above_lowest_kj_mol=109.35 spin_multiplicity=1
B -7.39831 -8.67280 -18.18122
F -6.53015 -8.36686 -19.11707
F -8.57741 -7.90732 -18.35311
F -7.74646 -9.97660 -18.33417
F -6.83176 -8.45411 -16.94692
O -8.72777 -6.84818 -15.57095
H -8.46639 -6.91091 -16.48963
H -9.20076 -6.01808 -15.51216
O -10.84403 -6.12441 -18.73834
H -11.31230 -6.90451 -18.44103
H -10.39258 -6.40440 -19.53460
O -5.46718 -7.76019 -21.82279
H -4.70964 -7.23189 -21.57127
H -6.00809 -7.79500 -21.03384
O -6.19505 -12.11141 -17.18060
H -6.83293 -11.55314 -17.62521
H -6.03783 -11.67601 -16.34278
O -10.43985 -9.55548 -19.39530
H -10.09341 -9.81317 -20.24959
H -9.72508 -9.07048 -18.98284
O -9.56343 -6.82305 -21.16104
H -9.07648 -7.62936 -20.99080
H -9.07767 -6.39343 -21.86509
O -4.45300 -9.43406 -17.31392
H -5.39801 -9.30896 -17.40070
H -4.11898 -9.36774 -18.20849
O -5.71601 -6.60084 -15.53053
H -6.24427 -7.29861 -15.91820
H -5.23316 -6.22750 -16.26790
O -10.91583 -10.32863 -16.21320
H -11.35464 -9.48699 -16.08948
H -10.32259 -10.18392 -16.95032
O -5.95602 -10.87671 -20.89387
H -6.52330 -11.61137 -20.65998
H -6.31414 -10.13314 -20.40901
O -5.06093 -8.97550 -13.85514
H -5.18262 -8.27335 -14.49421
H -4.25602 -8.74220 -13.39263


11.
38
Properties=species:S:1:pos:R:3 method="wB97M-V/def2-TZVPD" s_squared=0.760 homo_lumo_gap_ev="10.12 / 2.84" largest_force_ev_per_a=2.0 e_tot_ha=-1265.233374 e_lumo_ev="-0.3 / -7.6" e_above_lowest_kj_mol=7.31 spin_multiplicity=2
B 1.71519 -21.73095 -0.22920
F 1.39072 -20.49370 0.23059
F 2.26440 -21.65972 -1.50423
F 2.68131 -22.08207 0.75659
F 0.68281 -22.64136 -0.26752
O 2.46805 -18.15903 0.98113
H 1.76969 -18.12214 1.63470
H 2.31680 -18.98095 0.51443
O -2.14904 -22.79909 -1.55377
H -1.53223 -23.51373 -1.39544
H -2.96699 -23.09513 -1.15432
O 4.44290 -20.15629 -2.06108
H 4.16270 -20.57011 -1.24470
H 5.33509 -20.47495 -2.19776
O 1.04234 -19.38560 -2.36967
H 1.44625 -19.87537 -1.65329
H 1.37067 -19.80732 -3.16377
O 4.16224 -23.94242 -0.92498
H 5.05502 -23.69078 -0.68866
H 3.64339 -23.15135 -0.77925
O -0.05056 -21.71569 2.43699
H -0.74762 -21.24809 2.89710
H -0.17846 -21.49079 1.51542
O -0.61529 -24.98017 -0.92969
H -1.03174 -25.42179 -0.18957
H 0.31588 -24.96718 -0.70837
O -1.26119 -20.40746 0.02154
H -0.30828 -20.36075 -0.05595
H -1.52019 -21.08241 -0.60582
O 0.46655 -24.44898 2.65250
H 0.17840 -23.54592 2.51950
H 1.09995 -24.60443 1.95187
O 2.65298 -21.78375 3.32908
H 2.95140 -21.81267 2.42005
H 1.69846 -21.74770 3.26728
O 2.09636 -24.93249 0.52430
H 2.07047 -23.99180 0.34920
H 2.91822 -25.22711 0.13188


12.
41
Properties=species:S:1:pos:R:3 method="wB97M-V/def2-TZVPD" homo_lumo_gap_ev=10.42 largest_force_ev_per_a=1.7 e_tot_ha=-1341.882037 charge=-1 e_lumo_ev=2.1 e_above_lowest_kj_mol=272.13 spin_multiplicity=1
B -0.23920 0.22320 0.43319
F -1.11140 0.96963 1.21664
F 0.80370 -0.28826 1.16119
F -1.02229 -0.82689 -0.12692
F 0.18510 1.00678 -0.65202
O -1.25710 5.24469 -0.44261
H -1.03811 4.32879 -0.27115
H -1.17723 5.67404 0.40917
O -0.15632 -3.48633 5.82176
H -0.34983 -3.73834 4.91883
H -0.78178 -3.98344 6.34896
O -3.79424 -0.48396 -3.66685
H -4.73141 -0.52013 -3.47547
H -3.40466 -0.09193 -2.88533
O 3.05849 6.09600 -1.49966
H 3.30465 6.87359 -0.99869
H 2.10236 6.07682 -1.45861
O -4.09802 -2.82086 1.91624
H -3.42596 -2.35375 1.41987
H -3.62246 -3.51980 2.36518
O -2.83133 -5.29871 -2.65454
H -3.11644 -5.05121 -1.77494
H -3.58293 -5.10358 -3.21424
O -3.10451 3.02757 4.82705
H -3.54386 2.27556 5.22414
H -2.91417 2.74886 3.93133
O 3.09781 2.03095 -5.21781
H 3.43763 2.78191 -4.73118
H 2.14944 2.16036 -5.22730
O 3.20704 -0.70936 5.41498
H 3.19171 -0.50249 4.48052
H 2.36174 -1.12610 5.58243
O -0.00161 -2.43715 -5.25407
H -0.48098 -2.26576 -4.44348
H -0.61489 -2.93474 -5.79492
O 3.93100 -3.75896 0.33813
H 3.13437 -4.28500 0.40789
H 3.81387 -3.05961 0.98111
O 4.56324 2.25000 -1.03625
H 4.30209 3.13916 -1.27587
H 3.75648 1.73841 -1.09668